Here is C3HN3O2 in the gas phase at a distorted geometry from the OMol25 dataset. Energies are from the ωB97M-V functional and the def2-TZVPD basis.

Computed properties:
Max |F| ... 5.8 eV/A
E_LUMO ... -0.66 eV
SMILES string ... N#Cc1nc(O)no1
Total charge ... 0
Energy relative to the best compared isomer or geometry (same formula, charge and spin) ... 195.2 kJ/mol

Last column: natural (NBO) charge in e.
Element x y z (Å)
C 0.378 0.066 -1.058  0.55
C -0.389 0.259 0.852  0.38
C -0.456 0.502 2.338  0.22
H 1.041 -0.608 -2.774  0.52
N -0.559 -0.860 -0.945  -0.18
N 0.624 0.790 0.047  -0.42
N -0.652 0.440 3.492  -0.22
O 1.004 0.175 -2.192  -0.65
O -0.991 -0.764 0.239  -0.19

=====

Here is 4 unconnected molecules or ions with the total composition C29H60N2O13P3 at a distorted geometry from the OMol25 dataset. Energies are from the ωB97M-V functional and the def2-TZVPD basis.

Computed properties:
Max |F| ... 5.4 eV/A
E_LUMO ... -4.24 eV
Total charge ... +1

Last column: Löwdin charge in e.
Element x y z (Å)
C 4.402 1.509 4.747  0.04
C 5.390 0.663 4.322  -0.08
C 6.459 1.078 3.351  -0.24
C 7.211 -0.065 2.692  -0.13
O 6.361 -0.882 1.916  -0.07
C 5.503 -0.188 1.003  -0.25
C 4.079 -0.639 1.310  -0.16
C 3.120 0.213 1.830  -0.05
C 1.871 -0.334 2.102  -0.05
C 1.695 -1.679 1.830  -0.14
N 2.594 -2.496 1.299  0.10
C 3.782 -1.968 1.040  -0.08
C 5.710 1.326 0.941  -0.03
N 5.943 2.002 2.282  0.12
H 4.614 2.414 5.321  0.08
H 3.357 1.311 4.524  0.07
H 5.434 -0.341 4.745  0.12
H 7.217 1.651 3.911  0.17
H 7.595 -0.696 3.492  0.15
H 8.025 0.297 2.054  0.14
H 5.736 -0.560 0.000  0.16
H 3.316 1.260 2.016  0.10
H 1.078 0.266 2.525  0.12
H 0.730 -2.116 2.067  0.12
H 4.549 -2.606 0.614  0.13
H 6.597 1.538 0.344  0.14
H 4.890 1.826 0.431  0.14
H 5.109 2.521 2.568  0.16
H 6.662 2.712 2.139  0.18
O -1.570 3.257 -2.239  -0.21
P -1.681 1.932 -1.611  0.47
O -0.684 0.916 -2.390  -0.18
C 0.718 1.163 -2.355  -0.27
C 1.305 0.906 -0.978  -0.09
O -3.104 1.371 -2.115  -0.22
C -4.041 2.170 -2.850  -0.26
C -3.891 1.934 -4.336  -0.06
O -1.721 1.210 -0.196  -0.20
C -2.798 0.407 0.325  -0.25
C -2.760 -0.996 -0.231  -0.06
H 0.921 2.189 -2.677  0.11
H 1.170 0.493 -3.084  0.12
H 0.923 1.624 -0.248  0.07
H 2.394 0.991 -1.002  0.07
H 1.034 -0.089 -0.624  0.07
H -3.943 3.223 -2.600  0.11
H -5.037 1.859 -2.528  0.12
H -2.868 2.121 -4.663  0.08
H -4.564 2.584 -4.896  0.07
H -4.122 0.896 -4.582  0.08
H -3.759 0.889 0.169  0.12
H -2.644 0.373 1.405  0.12
H -2.816 -1.002 -1.317  0.08
H -3.594 -1.575 0.167  0.09
H -1.827 -1.491 0.046  0.07
O -6.517 4.811 -3.320  -0.22
P -7.300 5.384 -4.428  0.47
O -8.318 6.484 -3.829  -0.19
C -7.791 7.664 -3.211  -0.27
C -7.159 8.611 -4.213  -0.08
O -8.374 4.217 -4.776  -0.22
C -8.322 2.921 -4.187  -0.28
C -9.244 2.837 -2.989  -0.07
O -7.154 5.916 -5.908  -0.19
C -7.778 5.376 -7.088  -0.24
C -9.208 5.842 -7.220  -0.07
H -7.070 7.381 -2.438  0.11
H -8.630 8.150 -2.716  0.12
H -6.264 8.174 -4.661  0.07
H -6.873 9.544 -3.727  0.08
H -7.853 8.831 -5.024  0.08
H -7.301 2.649 -3.924  0.09
H -8.652 2.218 -4.955  0.12
H -9.009 3.612 -2.259  0.08
H -9.161 1.862 -2.505  0.08
H -10.280 2.986 -3.296  0.08
H -7.689 4.293 -7.120  0.11
H -7.195 5.756 -7.928  0.12
H -9.806 5.565 -6.354  0.07
H -9.658 5.406 -8.112  0.08
H -9.247 6.929 -7.304  0.08
O 6.748 -7.447 4.694  -0.21
P 5.597 -6.929 3.940  0.47
O 4.730 -5.976 4.924  -0.19
C 5.319 -4.783 5.435  -0.28
C 5.497 -3.734 4.352  -0.08
O 4.599 -8.194 3.829  -0.22
C 4.969 -9.510 4.250  -0.27
C 4.485 -9.780 5.658  -0.07
O 5.197 -6.289 2.546  -0.20
C 4.271 -6.828 1.582  -0.24
C 2.841 -6.528 1.961  -0.06
H 6.275 -5.014 5.912  0.12
H 4.645 -4.413 6.207  0.12
H 6.233 -4.055 3.610  0.07
H 5.839 -2.790 4.782  0.06
H 4.558 -3.566 3.822  0.07
H 6.043 -9.663 4.161  0.11
H 4.489 -10.202 3.556  0.12
H 4.856 -9.025 6.352  0.08
H 4.817 -10.762 5.998  0.08
H 3.396 -9.748 5.697  0.08
H 4.446 -7.889 1.420  0.12
H 4.506 -6.332 0.639  0.12
H 2.592 -6.927 2.942  0.08
H 2.165 -6.961 1.224  0.09
H 2.677 -5.450 1.997  0.06

=====

Here is a molecular structure, C27H34NNiOSi at a distorted geometry from the OMol25 dataset. Energies are from the ωB97M-V functional and the def2-TZVPD basis.

Computed properties:
Max |F| ... 5.0 eV/A
E_LUMO (spin up / spin down) ... 2.64 / 2.65 eV
Total charge ... -1
Energy relative to the best compared isomer or geometry (same formula, charge and spin) ... 223.8 kJ/mol
Spin multiplicity ... 3

Last column: natural (NBO) charge in e.
Element x y z (Å)
C 1.646 -0.073 0.744  -0.28
C 2.262 -0.371 -0.477  -0.32
C 1.940 0.632 -1.426  -0.35
H 3.032 -1.092 -0.652  0.19
C 1.062 1.576 -0.817  -0.45
C 0.824 1.086 0.552  -0.49
H 0.811 2.560 -1.219  0.20
C -1.267 -2.070 1.298  -0.37
C -0.229 -2.992 0.660  -0.27
C -0.289 -2.910 -0.717  -0.26
H 0.315 -3.755 1.226  0.19
C -1.279 -1.891 -1.100  -0.10
C -1.802 -1.284 0.069  -0.55
H 2.345 0.807 -2.422  0.20
H 0.411 1.746 1.304  0.22
H 1.743 -0.621 1.680  0.21
H -2.755 -0.702 0.050  0.22
H 0.400 -3.428 -1.421  0.20
H -2.074 -2.621 1.819  0.20
Ni -1.023 0.622 -0.575  0.88
C -1.795 -1.515 -2.456  -0.02
C -3.365 -1.440 -2.577  -0.62
C -1.256 -2.458 -3.535  -0.60
H -3.894 -2.310 -2.144  0.22
H -3.625 -1.341 -3.649  0.19
H -3.814 -0.565 -2.086  0.21
H -1.545 -3.517 -3.365  0.21
H -0.157 -2.297 -3.535  0.21
H -1.651 -2.075 -4.504  0.19
C -1.037 -0.162 -2.927  -0.61
C -1.758 1.160 -2.935  0.67
H -0.584 -0.305 -3.913  0.22
H -0.100 -0.015 -2.341  0.30
O -2.122 1.465 -1.745  -0.65
N -1.600 1.840 -4.119  -0.71
C -0.363 2.647 -4.229  -0.26
H -2.430 2.184 -4.597  0.40
C 0.899 1.982 -4.621  0.06
C 2.052 2.686 -4.279  -0.23
H 1.937 3.672 -3.824  0.21
C 3.295 2.119 -4.496  -0.20
H 4.178 2.680 -4.220  0.21
C 3.403 0.850 -5.069  -0.23
H 4.382 0.398 -5.235  0.21
C 2.246 0.172 -5.450  -0.20
H 2.322 -0.810 -5.906  0.21
C 0.984 0.753 -5.278  -0.25
H 0.076 0.255 -5.632  0.22
H -0.157 3.267 -3.354  0.21
H -0.527 3.471 -4.910  0.21
C 1.606 -0.606 5.660  -1.10
Si -0.021 0.064 4.950  1.61
C -1.419 -0.549 6.077  -1.10
C 0.035 1.950 5.040  -1.11
C -0.393 -0.462 3.222  -0.62
C -0.772 -1.142 2.280  0.18
H 1.525 -0.638 6.761  0.22
H 2.461 0.037 5.398  0.23
H 1.834 -1.621 5.299  0.24
H -1.170 -0.369 7.136  0.22
H -2.349 -0.016 5.828  0.23
H -1.605 -1.623 5.923  0.24
H 0.957 2.341 4.581  0.24
H -0.822 2.350 4.476  0.24
H -0.023 2.291 6.089  0.22

=====

Here is 12 unconnected molecules or ions with the total composition C45H123N15O15 at a distorted geometry from the OMol25 dataset. Energies are from the ωB97M-V functional and the def2-TZVPD basis.

Computed properties:
Max |F| ... 10.2 eV/A
E_LUMO (spin up / spin down) ... -3.02 / -7.83 eV
Total charge ... +1
Spin multiplicity ... 2

Last column: Löwdin spin population.
Element x y z (Å)
C 0.792 -4.639 -2.034  0.00
O 0.485 -5.585 -1.325  0.00
N -0.096 -3.768 -2.311  0.00
N 1.888 -4.463 -2.860  0.00
H -0.997 -3.987 -1.910  0.00
H 0.068 -3.010 -2.958  0.00
H 2.066 -3.558 -3.271  0.00
H 2.627 -5.109 -2.622  0.00
C 0.280 4.661 1.864  0.00
O -0.699 4.104 2.344  0.00
N 0.470 5.947 1.900  0.00
N 1.221 4.052 1.198  0.00
H -0.273 6.376 2.434  0.00
H 1.083 6.488 1.307  0.00
H 1.086 3.086 0.934  0.00
H 2.023 4.476 0.755  0.00
C -2.076 -5.445 -6.363  0.00
O -2.988 -6.191 -6.240  0.00
N -2.090 -4.284 -6.810  0.00
N -0.854 -5.645 -5.885  0.00
H -2.986 -3.851 -6.983  0.00
H -1.277 -3.742 -7.066  0.00
H -0.682 -6.354 -5.187  0.00
H -0.215 -4.905 -6.138  0.00
C 0.294 0.963 2.526  0.00
O 0.682 1.162 1.143  0.00
C 2.057 0.881 0.828  0.00
C 2.155 0.988 -0.771  0.00
N 1.345 0.038 -1.541  0.00
C 1.720 0.093 -3.041  0.00
C 0.797 -0.887 -3.866  0.00
O 1.458 -2.054 -4.279  0.00
C 0.743 -2.709 -5.307  0.00
H 0.941 1.648 3.074  0.00
H 0.342 -0.089 2.808  0.00
H -0.745 1.287 2.594  0.00
H 2.331 -0.099 1.218  0.00
H 2.664 1.566 1.420  0.00
H 3.202 0.914 -1.064  0.00
H 1.888 1.981 -1.132  0.00
H 0.366 0.105 -1.305  0.00
H 2.742 -0.233 -3.233  0.00
H 1.713 1.101 -3.455  0.00
H 0.475 -0.287 -4.716  0.00
H -0.096 -1.198 -3.324  0.00
H 1.228 -3.685 -5.317  0.00
H 0.982 -2.207 -6.245  0.00
H -0.317 -2.910 -5.149  0.00
C -0.733 -1.409 -8.655  0.00
O -0.069 -2.607 -8.591  0.00
C 0.915 -2.852 -9.545  0.00
C 0.325 -3.245 -11.000  0.06
N -0.438 -4.503 -11.282  0.67
C -1.482 -4.686 -10.294  0.09
C -2.526 -5.742 -10.544  0.00
O -3.612 -5.028 -11.169  0.03
C -3.635 -4.924 -12.554  0.01
H -1.601 -1.169 -8.042  0.00
H -1.009 -1.269 -9.701  0.00
H -0.040 -0.581 -8.504  0.00
H 1.494 -3.717 -9.219  0.00
H 1.676 -2.073 -9.539  0.00
H 1.262 -3.404 -11.533  0.01
H -0.116 -2.406 -11.536  0.03
H -0.657 -4.663 -12.254  0.02
H -1.974 -3.714 -10.331  0.04
H -0.899 -4.919 -9.402  0.03
H -2.862 -6.131 -9.582  0.00
H -2.076 -6.532 -11.145  0.00
H -3.424 -5.869 -13.054  0.00
H -2.851 -4.197 -12.765  0.00
H -4.602 -4.537 -12.878  0.00
C -2.773 3.922 5.859  0.00
O -3.576 3.731 4.677  0.00
C -3.322 2.640 3.863  0.00
C -3.841 2.940 2.417  0.00
N -5.339 2.971 2.268  0.00
C -6.046 1.746 2.417  0.00
C -7.419 1.845 1.668  0.00
O -7.763 0.560 1.185  0.00
C -8.427 0.507 -0.039  0.00
H -2.472 3.099 6.508  0.00
H -3.022 4.821 6.422  0.00
H -1.842 4.244 5.393  0.00
H -3.662 1.630 4.093  0.00
H -2.235 2.580 3.900  0.00
H -3.411 2.241 1.699  0.00
H -3.485 3.946 2.198  0.00
H -5.765 3.457 3.044  0.00
H -6.048 1.565 3.492  0.00
H -5.428 0.992 1.929  0.00
H -7.370 2.558 0.845  0.00
H -8.268 2.013 2.331  0.00
H -9.396 1.004 -0.050  0.00
H -8.650 -0.532 -0.282  0.00
H -7.831 1.021 -0.793  0.00
C 3.964 -2.268 -0.175  0.00
C 5.336 -2.805 0.279  0.00
C 6.061 -1.995 1.382  0.00
O 5.458 -2.336 2.693  0.00
C 6.189 -1.859 3.823  0.00
N 5.195 -4.210 0.469  0.00
H 3.498 -2.009 0.775  0.00
H 3.404 -3.060 -0.673  0.00
H 4.073 -1.300 -0.664  0.00
H 5.888 -2.856 -0.659  0.00
H 5.822 -0.934 1.319  0.00
H 7.110 -2.259 1.517  0.00
H 6.839 -1.038 3.523  0.00
H 6.867 -2.654 4.134  0.00
H 5.649 -1.393 4.647  0.00
H 6.120 -4.377 0.838  0.00
H 4.561 -4.379 1.236  0.00
C -1.654 2.072 -2.172  0.00
C -2.417 1.026 -1.249  0.00
C -3.596 0.203 -1.864  0.00
O -4.651 1.140 -2.326  0.00
C -5.765 0.516 -2.934  0.00
N -1.411 0.208 -0.552  0.00
H -0.866 1.579 -2.741  0.00
H -1.232 2.927 -1.645  0.00
H -2.407 2.469 -2.853  0.00
H -2.904 1.730 -0.574  0.00
H -4.091 -0.471 -1.164  0.00
H -3.143 -0.374 -2.670  0.00
H -5.970 -0.485 -2.555  0.00
H -5.531 0.612 -3.994  0.00
H -6.601 1.183 -2.723  0.00
H -0.840 0.849 -0.020  0.00
H -1.991 -0.283 0.114  0.00
C -2.251 -2.645 6.887  0.00
C -1.474 -1.416 6.131  0.00
C 0.038 -1.220 6.533  0.00
O 0.647 -0.386 5.579  0.00
C 1.919 -0.063 6.008  0.00
N -1.626 -1.635 4.739  0.00
H -3.240 -2.879 6.491  0.00
H -2.366 -2.525 7.964  0.00
H -1.619 -3.532 6.898  0.00
H -1.909 -0.445 6.368  0.00
H 0.472 -2.220 6.560  0.00
H 0.030 -0.893 7.573  0.00
H 1.948 0.653 6.830  0.00
H 2.324 0.446 5.133  0.00
H 2.593 -0.906 6.162  0.00
H -1.416 -2.603 4.540  0.00
H -0.813 -1.103 4.463  0.00
C -0.432 7.341 7.716  0.00
C 0.636 7.709 6.678  0.00
C 1.486 6.445 6.090  0.00
O 0.598 5.351 5.682  0.00
C 1.312 4.402 5.021  0.00
N -0.146 8.397 5.555  0.00
H -0.991 8.226 8.020  0.00
H -0.050 6.945 8.657  0.00
H -1.159 6.680 7.244  0.00
H 1.278 8.501 7.064  0.00
H 1.897 5.952 6.971  0.00
H 2.356 6.618 5.456  0.00
H 1.758 4.771 4.097  0.00
H 0.536 3.709 4.696  0.00
H 2.118 3.946 5.595  0.00
H -0.930 7.836 5.256  0.00
H 0.386 8.356 4.697  0.00
C 0.468 -5.268 5.854  0.00
C -0.223 -4.982 4.534  0.00
C 0.540 -4.076 3.516  0.00
O -0.427 -3.395 2.759  0.00
C 0.167 -2.714 1.678  0.00
N -0.870 -6.148 3.965  0.00
H 0.973 -4.450 6.369  0.00
H 1.242 -5.983 5.577  0.00
H -0.216 -5.783 6.528  0.00
H -1.076 -4.357 4.799  0.00
H 1.168 -4.697 2.876  0.00
H 1.143 -3.324 4.026  0.00
H 0.915 -1.976 1.966  0.00
H -0.589 -2.159 1.121  0.00
H 0.803 -3.340 1.052  0.00
H -1.217 -6.672 4.756  0.00
H -0.267 -6.736 3.407  0.00
C 5.948 5.375 -0.800  0.00
C 4.935 4.580 0.011  0.00
C 5.026 4.591 1.535  0.00
O 4.754 5.931 2.007  0.00
C 4.884 5.907 3.471  0.00
N 3.579 4.988 -0.388  0.00
H 5.866 4.989 -1.817  0.00
H 6.959 5.066 -0.537  0.00
H 5.868 6.446 -0.613  0.00
H 5.114 3.568 -0.352  0.00
H 6.028 4.315 1.866  0.00
H 4.261 3.956 1.980  0.00
H 5.872 6.301 3.710  0.00
H 4.860 4.963 4.016  0.00
H 4.172 6.618 3.890  0.00
H 3.522 5.283 -1.352  0.00
H 3.449 5.851 0.121  0.00

=====

Here is CH2INS2 in the gas phase at a distorted geometry from the OMol25 dataset. Energies are from the ωB97M-V functional and the def2-TZVPD basis.

Computed properties:
Max |F| ... 3.4 eV/A
E_LUMO (spin up / spin down) ... -1.04 / -1.09 eV
Total charge ... 0
Energy relative to the best compared isomer or geometry (same formula, charge and spin) ... 307.1 kJ/mol

Last column: natural (NBO) charge in e.
Element x y z (Å)
C 0.766 -0.836 -0.076  -0.51
N -1.630 1.626 -0.515  -0.85
S -0.380 -1.621 0.646  0.21
S 2.230 -0.407 -0.604  0.24
I -2.758 0.158 0.035  0.49
H -1.529 2.319 0.382  0.33
H 3.301 -1.240 0.132  0.08

=====

Here is a molecular structure, C8H9BNO4 at a distorted geometry from the OMol25 dataset. Energies are from the ωB97M-V functional and the def2-TZVPD basis.

Computed properties:
Max |F| ... 3.9 eV/A
E_LUMO ... -4.07 eV
Total charge ... +1
Energy relative to the best compared isomer or geometry (same formula, charge and spin) ... 267.6 kJ/mol

Last column: natural (NBO) charge in e.
Element x y z (Å)
B 0.211 0.137 -0.684  1.29
C -2.424 -2.001 2.016  -0.16
C -2.491 -2.368 0.677  -0.15
C -1.498 -1.028 2.400  -0.12
C -1.627 -1.762 -0.264  -0.14
C -0.681 -0.397 1.477  -0.16
C -0.726 -0.830 0.150  -0.40
C 0.285 0.632 1.878  0.79
C 1.775 2.445 0.766  0.35
N 2.061 2.940 1.917  -0.75
O 0.835 0.704 2.943  -0.52
O 0.794 1.357 0.781  -0.61
O 1.045 0.560 -1.498  -0.87
O 2.567 2.408 -2.170  -0.97
H -3.149 -2.264 2.673  0.23
H -3.175 -3.232 0.432  0.25
H -1.521 -0.766 3.436  0.24
H -1.747 -1.928 -1.238  0.23
H 2.119 2.857 -2.896  0.52
H 1.720 2.648 2.812  0.43
H 2.553 3.789 2.017  0.42
H 1.590 1.342 -1.695  0.56
H 3.140 2.909 -1.503  0.54